# 1
Below is C3H2N2OS as an isolated structure in a non-equilibrium geometry, with properties calculated with ωB97M-V/def2-TZVPD.

Each line ends with the natural charge from an NBO analysis.
Geometry (Å):
C1 1.233 1.223 -0.004  -0.501
C2 -0.050 -0.608 -0.071  -0.046
C3 -0.256 0.802 -0.093  0.080
H1 1.672 1.772 -0.883  0.252
H2 1.488 1.606 0.980  0.245
N1 -1.213 -1.200 -0.045  -0.096
N2 -1.508 1.058 0.031  -0.077
O1 -2.147 -0.206 0.061  -0.143
S1 1.719 -0.578 0.032  0.286

The electronic energy is -19002.0559 eV. For the HOMO energy, the calculation gives -9.65 eV. Its lowest unoccupied orbital energy is 0.221 eV. The energy above the lowest of the compared OMol25 structures with the same formula, charge and spin comes out at 337.35 kJ/mol.

***

# 2
Below is C5H12N2O in the gas phase in a non-equilibrium geometry, with properties calculated with ωB97M-V/def2-TZVPD.

Each line ends with the natural charge from an NBO analysis.
Geometry (Å):
C1 -2.466 1.909 -0.292  -0.611
C2 -1.193 1.264 -0.850  -0.427
C3 -0.303 0.734 0.256  -0.225
N1 1.055 0.276 -0.087  -0.629
C4 0.971 -1.153 -0.560  -0.330
C5 1.372 -2.135 0.530  0.655
N2 2.440 -1.901 1.380  -0.835
O1 0.726 -3.146 0.741  -0.616
H1 -2.333 2.080 0.788  0.204
H2 -2.649 2.893 -0.726  0.216
H3 -3.292 1.217 -0.371  0.213
H4 -0.656 1.921 -1.542  0.201
H5 -1.439 0.444 -1.534  0.201
H6 -0.744 -0.123 0.795  0.198
H7 -0.156 1.386 1.135  0.197
H8 1.545 0.628 -0.905  0.365
H9 1.605 -1.325 -1.443  0.210
H10 -0.044 -1.450 -0.840  0.215
H11 3.080 -1.130 1.263  0.392
H12 2.482 -2.386 2.263  0.404

Its SMILES is CCCNCC(N)=O. The electronic energy is -10406.9601 eV. For the HOMO energy, the calculation gives -9.17 eV. Its lowest unoccupied orbital energy is 0.970 eV. The energy above the lowest of the compared OMol25 structures with the same formula, charge and spin comes out at 141.25 kJ/mol.

***

# 3
Below is a 2-piece molecular cluster, C2H4NO2 overall in a non-equilibrium geometry, with properties calculated with ωB97M-V/def2-TZVPD.

Each line ends with the natural charge from an NBO analysis.
Geometry (Å):
C1 1.075 -1.174 -1.404  0.661
C2 -0.981 1.263 1.273  -0.536
N1 -0.602 0.087 1.423  -0.379
O1 -0.103 -1.092 -1.030  -0.800
O2 1.937 -2.015 -1.190  -0.739
H1 1.408 -0.280 -2.102  -0.036
H2 -1.119 1.791 0.320  0.227
H3 -1.208 1.850 2.165  0.180
H4 -0.409 -0.430 0.545  0.423

The electronic energy is -7720.5275 eV. For the HOMO energy (spin up / spin down), the calculation gives -1.43 / -4.46 eV. The charge is -1. Its lowest unoccupied orbital energy (spin up / spin down) is 4.472 / 1.838 eV. The energy above the lowest of the compared OMol25 structures with the same formula, charge and spin comes out at 0.00 kJ/mol. Its spin multiplicity is 3.